Here is a structure of composition C28H36HgNOSi from the Open Molecules 2025 dataset. Energies are from ωB97M-V with the def2-TZVPD basis set.

Calculated values
Multiplicity   2
HOMO energy (spin up / spin down)   -0.499 / -0.104 eV
Molecular weight   631.28 g mol⁻¹
Total charge   -2
Kohn-Sham gap (spin up / spin down)   5.2 / 4.8 eV
Expectation value of S²   0.80
Energy   -45210.7612 eV

Element x y z (Å)
Hg (1.297, -0.630, -1.220)
C (-0.095, -0.958, 5.652)
C (-0.097, 0.000, 4.457)
C (1.011, 1.042, 4.652)
C (-1.446, 0.725, 4.380)
Si (0.194, -0.819, 2.728)
O (0.305, 0.255, 1.599)
C (-1.249, -2.054, 2.459)
C (-1.947, -1.892, 1.255)
C (-3.026, -2.703, 0.920)
C (-3.439, -3.707, 1.789)
C (-2.759, -3.895, 2.986)
C (-1.680, -3.078, 3.311)
C (1.765, -1.912, 2.908)
C (1.779, -3.308, 2.998)
C (2.970, -4.030, 3.032)
C (4.188, -3.367, 2.970)
C (4.204, -1.981, 2.862)
C (3.010, -1.272, 2.827)
H (-0.148, -0.397, 6.597)
H (0.816, -1.567, 5.674)
H (-0.954, -1.635, 5.624)
H (0.815, 1.658, 5.543)
H (1.078, 1.695, 3.777)
H (1.986, 0.559, 4.787)
H (-1.644, 1.292, 5.304)
H (-2.268, 0.016, 4.232)
H (-1.454, 1.420, 3.535)
H (-1.619, -1.106, 0.580)
H (-3.544, -2.550, -0.021)
H (-4.283, -4.340, 1.534)
H (-3.069, -4.682, 3.666)
H (-1.164, -3.256, 4.249)
H (0.839, -3.849, 3.022)
H (2.946, -5.113, 3.088)
H (5.117, -3.928, 2.980)
H (5.151, -1.457, 2.779)
H (3.033, -0.194, 2.693)
C (-2.359, 0.943, -1.772)
C (-2.471, 2.085, -2.785)
C (-2.168, 3.423, -2.099)
C (-1.606, 1.897, -4.017)
C (-2.239, 1.755, -5.237)
C (-1.528, 1.658, -6.439)
C (-0.132, 1.758, -6.406)
C (0.565, 1.895, -5.221)
C (2.067, 2.072, -5.300)
C (2.503, 3.396, -4.660)
C (2.846, 0.905, -4.683)
C (-0.130, 1.892, -3.914)
N (0.501, 1.892, -2.763)
H (-3.081, 1.078, -0.958)
H (-1.354, 0.933, -1.352)
H (-2.551, -0.024, -2.249)
H (-3.508, 2.117, -3.143)
H (-1.128, 3.414, -1.769)
H (-2.817, 3.566, -1.228)
H (-2.319, 4.259, -2.789)
H (-3.328, 1.728, -5.264)
H (-2.051, 1.529, -7.380)
H (0.422, 1.732, -7.344)
H (2.318, 2.115, -6.368)
H (2.219, 3.378, -3.606)
H (2.017, 4.247, -5.146)
H (3.590, 3.523, -4.740)
H (2.600, 0.841, -3.624)
H (3.926, 1.059, -4.801)
H (2.576, -0.044, -5.156)

Charges computed using Löwdin, reported in e: Hg 0.339; C -0.112; C -0.609; C -0.121; C -0.116; Si 0.308; O -0.483; C -0.199; C -0.086; C -0.098; C -0.129; C -0.122; C -0.125; C -0.196; C -0.096; C -0.118; C -0.131; C -0.110; C -0.106; H 0.067; H 0.071; H 0.053; H 0.068; H 0.073; H 0.062; H 0.068; H 0.069; H 0.076; H 0.072; H 0.093; H 0.083; H 0.083; H 0.082; H 0.081; H 0.085; H 0.083; H 0.088; H 0.099; C -0.103; C -0.401; C -0.092; C -0.158; C -0.097; C -0.134; C -0.100; C -0.162; C -0.404; C -0.097; C -0.105; C -0.390; N -0.003; H 0.067; H 0.014; H 0.071; H 0.107; H 0.058; H 0.063; H 0.066; H 0.087; H 0.070; H 0.086; H 0.106; H 0.055; H 0.067; H 0.059; H -0.005; H 0.060; H 0.069

Here is a cluster of 7 separate species, C28H36N6O3 in total in a non-equilibrium geometry from the Open Molecules 2025 dataset. Energies are from ωB97M-V with the def2-TZVPD basis set.

Calculated values
HOMO energy   -7.566 eV
Structure (SMILES)   C[C@H]1COC(=O)O1.c1cc[nH]c1.c1cc[nH]c1.c1cc[nH]c1.c1cc[nH]c1.c1cc[nH]c1.c1cc[nH]c1
Molecular weight   504.63 g mol⁻¹
Total charge   0
Kohn-Sham gap   7.8 eV
Energy   -44700.8261 eV

Element x y z (Å)
C (-0.976, 0.523, 1.214)
C (-0.078, -0.672, 1.026)
C (-0.254, -1.382, -0.353)
O (0.945, -1.006, -1.061)
C (1.792, -0.318, -0.242)
O (2.795, 0.157, -0.604)
O (1.293, -0.266, 1.032)
H (-0.767, 1.413, 0.620)
H (-0.918, 0.871, 2.249)
H (-2.003, 0.211, 1.009)
H (-0.361, -1.392, 1.795)
H (-1.130, -0.996, -0.862)
H (-0.283, -2.462, -0.187)
N (-0.304, -4.158, -2.805)
C (0.213, -5.361, -3.229)
C (0.043, -5.419, -4.572)
C (-0.650, -4.234, -4.962)
C (-0.870, -3.501, -3.843)
H (-0.352, -3.864, -1.850)
H (0.725, -5.968, -2.503)
H (0.379, -6.185, -5.250)
H (-0.940, -4.097, -5.989)
H (-1.303, -2.530, -3.697)
N (0.167, 5.587, 5.621)
C (0.201, 4.236, 5.400)
C (-0.721, 3.935, 4.437)
C (-1.449, 5.136, 4.150)
C (-0.840, 6.124, 4.877)
H (0.706, 6.142, 6.255)
H (0.948, 3.671, 5.932)
H (-0.836, 2.903, 4.148)
H (-2.367, 5.296, 3.612)
H (-1.061, 7.176, 4.795)
N (-3.843, 1.134, -3.087)
C (-4.301, -0.128, -3.359)
C (-3.267, -0.816, -3.920)
C (-2.192, 0.096, -4.119)
C (-2.581, 1.294, -3.596)
H (-4.369, 1.890, -2.694)
H (-5.262, -0.460, -3.006)
H (-3.258, -1.889, -4.008)
H (-1.285, -0.102, -4.664)
H (-2.148, 2.272, -3.465)
N (0.496, -2.730, 5.099)
C (-0.810, -2.613, 4.711)
C (-1.591, -3.155, 5.684)
C (-0.714, -3.661, 6.693)
C (0.554, -3.408, 6.286)
H (1.345, -2.599, 4.584)
H (-1.119, -2.091, 3.821)
H (-2.650, -3.334, 5.607)
H (-1.086, -4.272, 7.497)
H (1.487, -3.598, 6.786)
N (2.406, -3.049, -4.706)
C (2.316, -1.863, -4.031)
C (3.596, -1.415, -3.822)
C (4.470, -2.391, -4.341)
C (3.712, -3.377, -4.915)
H (1.597, -3.631, -4.886)
H (1.331, -1.604, -3.685)
H (3.836, -0.493, -3.320)
H (5.546, -2.363, -4.392)
H (3.933, -4.223, -5.539)
N (0.746, 5.790, 1.569)
C (1.764, 6.308, 0.830)
C (2.111, 5.405, -0.145)
C (1.153, 4.355, -0.063)
C (0.360, 4.567, 1.031)
H (0.401, 6.170, 2.432)
H (2.181, 7.283, 1.029)
H (2.875, 5.554, -0.885)
H (0.995, 3.488, -0.688)
H (-0.474, 4.090, 1.513)

Charges computed using Löwdin, reported in e: C -0.024; C -0.312; C -0.071; O 0.042; C -0.553; O 0.195; O 0.084; H 0.086; H 0.078; H 0.091; H 0.123; H 0.125; H 0.116; N 0.031; C -0.121; C -0.122; C -0.115; C -0.152; H 0.120; H 0.111; H 0.099; H 0.101; H 0.079; N 0.014; C -0.129; C -0.113; C -0.120; C -0.168; H 0.144; H 0.111; H 0.083; H 0.094; H 0.110; N -0.001; C -0.137; C -0.128; C -0.113; C -0.133; H 0.141; H 0.106; H 0.078; H 0.092; H 0.110; N 0.008; C -0.152; C -0.109; C -0.110; C -0.147; H 0.143; H 0.087; H 0.091; H 0.090; H 0.108; N 0.011; C -0.133; C -0.108; C -0.121; C -0.142; H 0.091; H 0.087; H 0.088; H 0.086; H 0.102; N 0.013; C -0.153; C -0.102; C -0.118; C -0.133; H 0.112; H 0.105; H 0.087; H 0.085; H 0.086

Here is a structure of composition C28H37BrN13O2S2TeTi in a non-equilibrium geometry from the Open Molecules 2025 dataset. Energies are from ωB97M-V with the def2-TZVPD basis set.

Calculated values
Multiplicity   2
HOMO energy (spin up / spin down)   -10.743 / -10.612 eV
Molecular weight   907.20 g mol⁻¹
Total charge   +2
Kohn-Sham gap (spin up / spin down)   5.4 / 5.3 eV
Expectation value of S²   0.77
Energy   -175213.8095 eV

Element x y z (Å)
Ti (0.493, 0.634, -1.206)
N (5.580, -2.094, -2.397)
C (4.696, -1.471, -1.312)
C (3.486, -0.825, -1.956)
C (2.469, -1.816, -2.567)
N (1.107, -1.228, -2.470)
C (2.542, -3.198, -1.896)
C (2.922, -3.122, -0.416)
N (1.950, -2.383, 0.399)
C (4.338, -2.525, -0.261)
H (5.814, -1.409, -3.119)
H (5.106, -2.881, -2.845)
H (6.455, -2.445, -2.000)
H (5.319, -0.695, -0.869)
H (3.794, -0.086, -2.701)
H (2.993, -0.243, -1.172)
H (2.689, -1.953, -3.629)
H (0.412, -1.962, -2.363)
H (0.885, -0.756, -3.344)
H (3.269, -3.829, -2.421)
H (1.584, -3.711, -2.010)
H (2.961, -4.133, -0.013)
H (1.494, -1.638, -0.120)
H (1.213, -3.002, 0.713)
H (5.078, -3.332, -0.275)
H (4.402, -2.066, 0.724)
N (2.851, 0.400, 1.875)
C (2.070, 1.438, 1.441)
N (1.812, 2.415, 2.265)
C (1.010, 3.409, 1.759)
N (0.543, 4.280, 2.695)
N (0.646, 3.566, 0.517)
C (1.127, 2.604, -0.357)
N (1.656, 1.379, 0.144)
C (1.118, 2.778, -1.743)
C (0.759, 4.005, -2.406)
C (0.893, 4.106, -3.743)
C (1.371, 2.987, -4.509)
C (1.637, 1.832, -3.872)
N (1.482, 1.660, -2.515)
H (3.035, 0.450, 2.867)
H (2.593, -0.522, 1.544)
H (1.004, 4.263, 3.589)
H (0.201, 5.167, 2.367)
H (0.443, 4.841, -1.797)
H (0.675, 5.039, -4.245)
H (1.517, 3.066, -5.576)
H (1.997, 0.966, -4.422)
C (-4.926, 2.512, -0.368)
C (-4.335, 1.912, 0.849)
N (-4.976, 1.252, 1.776)
N (-4.038, 0.924, 2.681)
C (-2.826, 1.352, 2.345)
S (-1.335, 1.281, 3.230)
N (-3.000, 1.984, 1.178)
N (-1.980, 2.490, 0.376)
H (-6.009, 2.478, -0.280)
H (-4.626, 1.955, -1.256)
H (-4.615, 3.551, -0.484)
H (-4.293, 0.431, 3.525)
H (-1.252, 2.940, 0.938)
H (-2.374, 3.161, -0.274)
Br (-5.237, -2.970, 1.733)
C (-4.714, -2.040, 0.174)
C (-5.621, -1.831, -0.855)
C (-5.209, -1.146, -1.993)
C (-3.917, -0.657, -2.092)
C (-3.021, -0.867, -1.046)
C (-3.414, -1.578, 0.083)
C (-1.653, -0.326, -1.137)
O (-1.288, 0.403, -2.097)
O (-0.769, -0.544, -0.216)
H (-6.632, -2.204, -0.772)
H (-5.911, -1.001, -2.804)
H (-3.591, -0.118, -2.972)
H (-2.713, -1.758, 0.885)
Te (-0.597, -0.963, 2.759)
C (-0.768, -1.694, 4.715)
C (-1.496, -1.325, 5.803)
C (-1.404, -2.270, 6.865)
C (-0.628, -3.339, 6.555)
S (0.030, -3.200, 4.977)
H (-2.062, -0.405, 5.864)
H (-1.902, -2.154, 7.817)
H (-0.387, -4.196, 7.162)

Charges computed using Löwdin, reported in e: Ti 0.912; N 0.241; C -0.245; C -0.107; C -0.315; N 0.031; C -0.093; C -0.343; N 0.071; C -0.083; H 0.178; H 0.156; H 0.177; H 0.161; H 0.125; H 0.089; H 0.144; H 0.108; H 0.094; H 0.118; H 0.129; H 0.149; H 0.023; H 0.082; H 0.127; H 0.123; N 0.154; C -0.483; N 0.162; C -0.508; N 0.149; N 0.120; C -0.348; N 0.003; C -0.251; C -0.013; C -0.057; C -0.067; C -0.148; N -0.074; H 0.105; H 0.032; H 0.103; H 0.106; H 0.111; H 0.112; H 0.106; H 0.104; C 0.028; C -0.286; N 0.173; N 0.075; C -0.657; S 0.590; N -0.048; N 0.178; H 0.103; H 0.083; H 0.096; H 0.179; H 0.060; H 0.117; Br 0.782; C -0.677; C -0.089; C -0.044; C -0.017; C -0.144; C -0.090; C -0.561; O -0.047; O -0.236; H 0.114; H 0.119; H 0.127; H 0.036; Te 1.147; C -0.971; C -0.235; C -0.175; C -0.397; S 0.921; H 0.089; H 0.113; H 0.077

Which formula does entry 1 have?
C28H36HgNOSi

Which of these has the highest molecular weight?
C28H37BrN13O2S2TeTi